Entry 1:
{"formula": "C4H10NS", "method": "ωB97M-V/def2-TZVPD", "homo_ha": -0.501, "total_charge": 1, "e_above_lowest_kj_mol": 91.4, "multiplicity": 1, "e_lumo_ha": -0.1235, "elements": ["C", "C", "C", "C", "N", "S", "H", "H", "H", "H", "H", "H", "H", "H", "H", "H"], "coordinates": [[2.145, -1.138, -0.570], [0.897, -0.650, 0.065], [-1.749, 0.475, 1.065], [-0.931, 1.046, -0.076], [-0.120, -0.014, -0.769], [2.504, 0.465, 0.237], [2.636, -1.984, -0.107], [2.219, -1.145, -1.651], [0.535, -1.090, 0.981], [-2.299, -0.415, 0.755], [-1.132, 0.237, 1.929], [-2.479, 1.217, 1.383], [-0.237, 1.808, 0.285], [-1.586, 1.489, -0.827], [0.365, 0.424, -1.564], [-0.769, -0.726, -1.134]], "lowdin_charge": [-0.412, -0.440, -0.060, -0.175, 0.017, 0.858, 0.087, 0.085, 0.126, 0.092, 0.084, 0.098, 0.126, 0.138, 0.179, 0.198]}


Entry 2:
{"formula": "C7H10O3", "method": "ωB97M-V/def2-TZVPD", "homo_ha": -0.367, "total_charge": 0, "e_above_lowest_kj_mol": 366.5, "multiplicity": 1, "e_lumo_ha": 0.0247, "elements": ["C", "C", "C", "C", "C", "C", "C", "H", "H", "H", "H", "H", "H", "H", "H", "H", "H", "O", "O", "O"], "coordinates": [[0.444, -1.502, -1.283], [-0.997, -0.850, -1.597], [-0.880, 0.514, -0.885], [-0.594, -0.445, 1.356], [0.606, 0.377, 1.817], [0.899, 1.415, 0.487], [0.526, 0.697, -0.816], [-1.035, -0.715, -2.562], [-1.585, -1.722, -1.137], [-1.036, 1.558, -1.325], [-1.147, -0.685, 2.453], [-0.275, -1.438, 0.901], [0.383, 0.784, 2.834], [1.348, -0.550, 1.751], [0.311, 2.274, 0.639], [1.899, 1.649, 0.543], [0.656, 1.570, -1.510], [0.858, -2.658, -1.380], [-1.604, 0.235, 0.423], [1.224, -0.508, -0.710]], "lowdin_charge": [-0.371, 0.042, -0.248, -0.197, -0.105, -0.046, -0.376, 0.060, 0.172, 0.181, 0.169, 0.110, 0.105, 0.145, 0.097, 0.077, 0.173, 0.099, -0.129, 0.042]}


Entry 3:
{"formula": "C28H45BrN2P2Sn", "method": "ωB97M-V/def2-TZVPD", "homo_ha": [-0.711, -0.696], "total_charge": 4, "multiplicity": 1, "e_lumo_ha": [-0.5717, -0.5861], "elements": ["N", "C", "C", "C", "C", "C", "C", "Sn", "P", "C", "C", "C", "C", "C", "C", "C", "Br", "H", "H", "H", "H", "H", "H", "H", "H", "H", "H", "P", "C", "C", "H", "H", "H", "H", "H", "C", "C", "H", "H", "H", "H", "H", "C", "C", "H", "H", "H", "H", "H", "C", "C", "H", "H", "H", "H", "H", "C", "C", "H", "H", "H", "H", "H", "C", "C", "H", "H", "H", "H", "H", "C", "C", "C", "N", "H", "H", "H", "H", "H"], "coordinates": [[5.652, -0.733, -2.117], [5.147, -1.790, -1.474], [3.846, -2.258, -1.703], [3.054, -1.647, -2.716], [3.579, -0.478, -3.313], [4.904, -0.112, -3.029], [1.760, -2.227, -3.075], [-0.273, 0.022, 0.205], [-2.495, -0.083, 1.526], [0.738, -1.605, -3.764], [-0.682, -1.687, -3.369], [-1.616, -0.689, -3.761], [-2.904, -0.630, -3.229], [-3.328, -1.608, -2.325], [-2.463, -2.640, -1.956], [-1.158, -2.689, -2.481], [-5.217, -1.661, -1.826], [1.590, -3.256, -2.699], [0.988, -0.944, -4.624], [3.483, -3.073, -1.070], [2.967, 0.142, -3.962], [5.818, -2.270, -0.750], [5.365, 0.733, -3.539], [-1.280, 0.075, -4.455], [-0.485, -3.506, -2.193], [-3.601, 0.170, -3.492], [-2.821, -3.399, -1.250], [1.086, 2.289, 0.324], [-2.914, -1.834, 1.762], [-4.357, -2.263, 1.544], [-2.610, -2.094, 2.787], [-2.257, -2.406, 1.086], [-4.478, -3.326, 1.799], [-5.070, -1.690, 2.149], [-4.657, -2.168, 0.490], [-3.505, 0.693, 0.206], [-4.929, 1.167, 0.502], [-3.567, -0.054, -0.597], [-2.910, 1.537, -0.186], [-5.428, 1.396, -0.450], [-5.528, 0.395, 1.002], [-4.951, 2.088, 1.100], [-2.741, 0.936, 2.985], [-3.873, 0.462, 3.886], [-2.945, 1.959, 2.637], [-1.785, 0.959, 3.528], [-3.945, 1.111, 4.767], [-4.840, 0.508, 3.373], [-3.724, -0.562, 4.245], [1.636, 3.033, 1.897], [0.626, 2.942, 3.039], [1.891, 4.083, 1.690], [2.570, 2.528, 2.171], [1.029, 3.460, 3.918], [-0.328, 3.417, 2.779], [0.424, 1.905, 3.338], [-0.122, 3.491, -0.369], [-0.627, 3.148, -1.778], [0.378, 4.475, -0.350], [-0.953, 3.552, 0.351], [-1.412, 3.865, -2.053], [0.180, 3.223, -2.521], [-1.060, 2.137, -1.859], [2.522, 2.414, -0.811], [3.837, 1.849, -0.278], [2.641, 3.477, -1.078], [2.233, 1.886, -1.734], [4.634, 2.045, -1.006], [4.135, 2.302, 0.674], [3.791, 0.760, -0.139], [4.517, -2.435, 2.360], [3.032, -2.643, 2.729], [2.124, -1.806, 1.965], [1.349, -1.127, 1.412], [4.681, -2.559, 1.282], [5.177, -3.134, 2.889], [4.835, -1.417, 2.612], [2.745, -3.697, 2.574], [2.878, -2.430, 3.800]], "lowdin_charge": [0.163, -0.067, 0.041, -0.160, 0.047, -0.064, 0.121, 0.912, 0.805, 0.115, -0.168, 0.047, -0.051, -0.538, -0.056, 0.020, 1.018, 0.160, 0.167, 0.132, 0.129, 0.136, 0.145, 0.146, 0.137, 0.142, 0.136, 0.809, -0.377, -0.125, 0.106, 0.062, 0.108, 0.084, -0.031, -0.424, -0.107, -0.008, 0.070, 0.091, 0.076, 0.095, -0.380, -0.103, 0.102, 0.077, 0.106, 0.078, 0.085, -0.367, -0.128, 0.121, 0.086, 0.104, 0.074, 0.059, -0.382, -0.142, 0.116, 0.085, 0.101, 0.082, 0.019, -0.367, -0.127, 0.120, 0.068, 0.089, 0.081, 0.059, -0.053, -0.170, -0.106, 0.022, 0.047, 0.109, 0.094, 0.147, 0.152]}


Entry 4:
{"formula": "C14H22BNO2", "method": "ωB97M-V/def2-TZVPD", "homo_ha": -0.310, "total_charge": 0, "e_above_lowest_kj_mol": 0.0, "multiplicity": 1, "e_lumo_ha": 0.0229, "elements": ["O", "O", "B", "C", "C", "C", "C", "C", "C", "N", "C", "C", "C", "C", "C", "C", "C", "C", "H", "H", "H", "H", "H", "H", "H", "H", "H", "H", "H", "H", "H", "H", "H", "H", "H", "H", "H", "H", "H", "H"], "coordinates": [[0.848, -0.296, 1.373], [0.666, 1.730, 0.011], [0.241, 0.917, 1.042], [-2.710, -2.623, -0.901], [-2.649, -2.621, 0.464], [-2.726, -1.474, -1.637], [-2.512, -1.427, 1.118], [-2.506, -0.274, -0.980], [-2.466, -0.220, 0.410], [-0.778, 2.771, 2.028], [2.980, -1.008, 0.571], [0.875, -1.459, -0.715], [1.387, 0.929, -2.072], [3.046, 1.621, -0.288], [-2.335, 1.105, 1.064], [-1.044, 1.368, 1.811], [1.607, -0.496, 0.148], [1.718, 0.935, -0.579], [-2.696, -3.530, -1.474], [-2.598, -3.521, 1.029], [-2.667, -1.512, -2.699], [-2.304, -1.384, 2.142], [-2.463, 0.636, -1.540], [0.188, 2.832, 2.423], [-0.664, 3.248, 1.129], [2.866, -1.888, 1.192], [3.602, -1.287, -0.273], [3.513, -0.287, 1.183], [0.742, -2.416, -0.216], [1.425, -1.634, -1.662], [-0.127, -1.039, -0.883], [1.561, 1.908, -2.481], [0.360, 0.698, -2.268], [2.028, 0.236, -2.622], [3.911, 1.237, -0.836], [2.986, 2.658, -0.573], [3.261, 1.631, 0.762], [-2.376, 1.897, 0.335], [-3.180, 1.270, 1.720], [-1.010, 0.768, 2.743]], "lowdin_charge": [0.164, 0.139, -0.630, -0.110, -0.078, -0.086, -0.019, -0.053, -0.217, 0.043, -0.011, -0.008, -0.002, -0.015, -0.113, -0.296, -0.455, -0.421, 0.101, 0.101, 0.099, 0.105, 0.111, 0.097, 0.078, 0.092, 0.095, 0.077, 0.103, 0.106, 0.078, 0.087, 0.079, 0.094, 0.101, 0.089, 0.081, 0.115, 0.126, 0.151]}


Entry 5:
{"formula": "C4H6N2S2", "method": "ωB97M-V/def2-TZVPD", "homo_ha": -0.291, "total_charge": 0, "e_above_lowest_kj_mol": 340.4, "multiplicity": 1, "e_lumo_ha": 0.0106, "elements": ["C", "C", "C", "C", "H", "H", "H", "H", "H", "H", "N", "N", "S", "S"], "coordinates": [[0.344, 0.937, -0.174], [0.337, -1.296, -0.643], [-0.453, -0.219, -0.050], [-1.329, -0.432, 1.033], [-0.836, 2.380, -0.795], [2.269, 1.532, 0.103], [0.021, -2.282, -0.204], [0.468, -1.283, -1.801], [-1.509, 0.566, 1.556], [-1.007, -1.321, 1.944], [0.108, 2.227, -0.487], [1.726, 0.624, 0.241], [2.100, -0.946, -0.214], [-2.240, -0.488, -0.506]], "lowdin_charge": [-0.439, -0.448, -0.839, -0.451, 0.021, 0.131, 0.102, 0.113, 0.102, 0.199, 0.131, -0.343, 0.833, 0.889]}


Entry 6:
{"formula": "C18H25NO5", "method": "ωB97M-V/def2-TZVPD", "homo_ha": -0.314, "total_charge": 0, "e_above_lowest_kj_mol": 180.5, "multiplicity": 1, "e_lumo_ha": 0.0196, "elements": ["C", "C", "H", "H", "O", "C", "C", "C", "C", "C", "C", "O", "C", "C", "H", "H", "H", "H", "H", "H", "C", "O", "O", "C", "H", "H", "C", "O", "N", "H", "C", "C", "H", "H", "C", "H", "H", "C", "H", "H", "C", "H", "H", "H", "H", "H", "H", "H", "H"], "coordinates": [[-5.456, -0.113, -0.858], [-5.062, -0.614, 0.527], [-4.472, -1.530, 0.452], [-5.958, -0.815, 1.123], [-4.379, 0.373, 1.282], [-3.171, 0.861, 0.914], [-2.875, 2.115, 1.453], [-1.678, 2.748, 1.214], [-0.733, 2.135, 0.398], [-1.004, 0.877, -0.140], [-2.196, 0.219, 0.115], [-2.471, -1.045, -0.336], [-1.607, -1.679, -1.259], [-1.721, -1.115, -2.671], [-1.063, -1.667, -3.337], [-2.743, -1.212, -3.028], [-1.445, -0.063, -2.697], [-0.569, -1.648, -0.905], [-1.936, -2.722, -1.250], [-0.250, 0.419, -0.758], [0.549, 2.816, 0.147], [0.917, 3.825, 0.696], [1.295, 2.159, -0.772], [2.609, 2.632, -1.028], [2.677, 2.945, -2.073], [2.820, 3.496, -0.386], [3.657, 1.544, -0.771], [4.783, 1.634, -1.209], [3.207, 0.523, -0.024], [2.245, 0.535, 0.277], [3.983, -0.652, 0.303], [4.059, -0.854, 1.831], [3.592, -0.005, 2.330], [5.092, -0.909, 2.171], [3.299, -2.153, 2.134], [3.998, -2.985, 2.218], [2.734, -2.091, 3.063], [2.401, -2.367, 0.917], [2.074, -3.400, 0.816], [1.514, -1.733, 0.988], [3.292, -1.915, -0.236], [2.742, -1.709, -1.154], [4.039, -2.680, -0.447], [4.964, -0.493, -0.149], [-1.461, 3.717, 1.635], [-3.631, 2.572, 2.071], [-6.060, -0.864, -1.359], [-6.031, 0.806, -0.774], [-4.571, 0.084, -1.457]], "lowdin_charge": [-0.053, -0.228, 0.113, 0.125, -0.026, -0.187, 0.019, -0.006, -0.129, 0.048, -0.173, -0.076, -0.230, -0.054, 0.080, 0.077, 0.072, 0.107, 0.128, 0.109, -0.433, 0.121, -0.025, -0.053, 0.143, 0.136, -0.462, 0.067, 0.106, 0.137, -0.286, -0.123, 0.113, 0.109, -0.190, 0.109, 0.106, -0.201, 0.107, 0.099, -0.138, 0.111, 0.117, 0.144, 0.122, 0.124, 0.079, 0.082, 0.063]}